# 1
{
  "formula": "C25H65NO12S7",
  "method": "the ωB97M-V functional and the def2-TZVPD basis",
  "orbital_gap_ev": 8.27,
  "homo_ev": -8.3,
  "e_tot_ha": -4736.267798,
  "multiplicity": 1,
  "charge": 0,
  "symbols": ["C", "S", "O", "C", "H", "H", "H", "H", "H", "H", "C", "S", "O", "C", "H", "H", "H", "H", "H", "H", "C", "S", "O", "C", "H", "H", "H", "H", "H", "H", "C", "S", "O", "C", "H", "H", "H", "H", "H", "H", "C", "S", "O", "C", "H", "H", "H", "H", "H", "H", "C", "S", "O", "C", "H", "H", "H", "H", "H", "H", "C", "S", "O", "C", "H", "H", "H", "H", "H", "H", "C", "O", "N", "C", "C", "H", "H", "H", "H", "H", "H", "H", "O", "C", "O", "C", "C", "C", "H", "H", "H", "H", "H", "H", "H", "H", "O", "C", "O", "C", "C", "C", "H", "H", "H", "H", "H", "H", "H", "H"],
  "xyz": [[-1.36057, -3.37512, -2.35277], [-2.55005, -4.56289, -2.98662], [-1.96583, -5.06724, -4.25618], [-2.14366, -5.83340, -1.78506], [-1.26421, -2.54521, -3.04244], [-0.43110, -3.92728, -2.20882], [-1.68210, -3.01391, -1.37185], [-2.48831, -5.53323, -0.79159], [-1.06973, -6.01372, -1.78829], [-2.67101, -6.74466, -2.06032], [-2.62080, 5.19907, 0.01242], [-2.02371, 6.55896, 1.01580], [-0.54671, 6.48562, 0.98659], [-2.54580, 7.83200, -0.11703], [-3.67315, 5.30786, -0.23878], [-2.41554, 4.26350, 0.52827], [-2.02361, 5.19337, -0.90671], [-3.61194, 7.64813, -0.29484], [-2.02879, 7.74264, -1.07385], [-2.45228, 8.83971, 0.27432], [-1.45735, -4.35092, 4.79808], [-2.18532, -4.30167, 3.12919], [-1.85693, -3.00481, 2.49916], [-1.04355, -5.48407, 2.39599], [-1.75506, -3.44108, 5.30681], [-0.38316, -4.48693, 4.71001], [-1.91488, -5.23482, 5.24331], [-0.05806, -5.02610, 2.38693], [-1.42940, -5.69940, 1.40319], [-1.06780, -6.40310, 2.98315], [3.85905, 0.44678, 2.94090], [4.87304, 1.82509, 3.49986], [4.14632, 3.10420, 3.29837], [4.83227, 1.53289, 5.26638], [3.99597, -0.37734, 3.63834], [4.28048, 0.15018, 1.97848], [2.82108, 0.69755, 2.73546], [5.60649, 2.14836, 5.71645], [5.16558, 0.50078, 5.42278], [3.83725, 1.69136, 5.67112], [4.26010, 5.16238, 0.67967], [2.82860, 6.13214, 0.26541], [3.29708, 7.51374, -0.00365], [2.47765, 5.43178, -1.34858], [4.08115, 4.08563, 0.72510], [4.62294, 5.38668, 1.68169], [5.04993, 5.37428, -0.04570], [1.41017, 5.25642, -1.49031], [2.95789, 4.45830, -1.47947], [2.81031, 6.11393, -2.12915], [-2.25934, -0.06895, 3.21265], [-2.48665, 1.56181, 3.91162], [-3.90840, 1.89465, 3.63404], [-2.35770, 1.03543, 5.60882], [-1.31649, -0.52470, 3.51629], [-2.35306, -0.08151, 2.13231], [-3.05985, -0.69051, 3.61707], [-1.32629, 0.83745, 5.90189], [-3.08152, 0.26680, 5.87799], [-2.61784, 1.91038, 6.21749], [-5.64955, 0.72757, -3.33838], [-4.42727, -0.11935, -2.35638], [-3.59361, -0.91936, -3.28695], [-3.48176, 1.32985, -1.95244], [-6.28875, -0.00982, -3.81796], [-5.17400, 1.31863, -4.12574], [-6.21649, 1.41184, -2.70675], [-4.07602, 2.06059, -1.40116], [-3.05265, 1.76893, -2.85339], [-2.66373, 1.03458, -1.29781], [3.08305, -5.56429, -0.21131], [3.93893, -6.42658, -0.17923], [3.31613, -4.24986, -0.36062], [2.28653, -3.27572, -0.10124], [4.67050, -3.76403, -0.46472], [2.00316, -5.78178, -0.11566], [2.36009, -2.41629, -0.77040], [2.46617, -2.82398, 0.88528], [1.27840, -3.68029, -0.13173], [5.24251, -4.42855, -1.10772], [4.65815, -2.77170, -0.91741], [5.17261, -3.66409, 0.50258], [1.85124, -0.07524, 0.54777], [0.72096, 0.30325, 0.37124], [0.35038, 1.58723, 0.28782], [1.27788, 2.61975, 0.62662], [0.80462, 3.34323, 1.86331], [-0.42758, -0.61096, 0.09151], [1.31062, 3.33114, -0.19975], [2.31603, 2.28625, 0.69431], [0.79377, 2.69485, 2.74004], [-0.16645, 3.77755, 1.63513], [1.48716, 4.15880, 2.10364], [-0.13769, -1.24874, -0.73856], [-1.29113, -0.01092, -0.18251], [-0.71685, -1.17024, 0.98126], [-1.01979, -2.25835, -7.10347], [-0.22824, -2.61621, -6.26768], [0.12150, -1.84951, -5.22247], [-0.72530, -0.68377, -5.00343], [-0.12481, 0.00644, -3.80463], [0.48564, -3.93913, -6.25929], [-1.75263, -1.01251, -4.87741], [-0.61025, -0.05352, -5.88462], [-0.65396, 0.92743, -3.54550], [0.89300, 0.33630, -4.01926], [-0.11500, -0.62657, -2.91869], [0.50380, -4.33114, -7.27473], [-0.05287, -4.63262, -5.61502], [1.52774, -3.80631, -5.96790]],
  "forces_ev_per_angstrom": [[0.0, -0.2, 0.7], [0.2, 0.0, -0.1], [0.0, 0.0, -0.3], [-0.3, -0.1, 0.5], [0.0, -0.1, -0.1], [0.2, 0.2, -0.3], [-0.2, 0.0, -0.1], [0.1, 0.1, -0.1], [0.0, 0.0, -0.1], [0.0, 0.0, -0.1], [0.4, -0.2, -0.6], [-0.2, 0.1, 0.5], [0.3, -0.1, -0.1], [-0.8, 0.0, -0.7], [-0.1, -0.1, 0.2], [-0.2, 0.0, 0.2], [-0.1, 0.1, 0.0], [0.1, 0.1, 0.0], [0.2, 0.0, 0.1], [0.3, -0.1, 0.3], [-0.3, -0.4, -0.8], [0.0, -0.4, 0.3], [0.2, 0.6, -0.2], [-0.5, -0.2, 0.3], [0.1, 0.0, 0.1], [0.1, 0.3, 0.2], [0.1, 0.1, 0.3], [0.1, 0.0, -0.1], [0.2, 0.1, -0.1], [0.1, 0.0, 0.0], [0.3, -0.2, -0.4], [0.3, 0.3, 0.2], [-0.3, 0.2, -0.4], [0.5, -0.9, -0.1], [-0.3, -0.1, 0.0], [0.0, 0.0, 0.0], [0.0, 0.2, 0.5], [-0.3, 0.4, 0.0], [-0.2, 0.0, 0.1], [0.0, 0.2, 0.0], [1.0, -0.5, -0.1], [-0.7, 0.2, 0.5], [0.2, 0.2, 0.0], [-0.1, -0.9, -0.7], [-0.4, 0.1, -0.2], [-0.2, 0.4, 0.0], [0.0, 0.0, 0.0], [-0.1, 0.3, 0.3], [0.1, 0.1, 0.0], [0.2, 0.1, 0.2], [-0.1, -0.6, 0.4], [0.2, -0.1, -0.6], [-0.1, 0.1, 0.2], [-0.2, 0.9, 1.1], [0.1, 0.2, -0.1], [0.1, 0.3, 0.0], [-0.1, 0.0, -0.1], [0.0, -0.5, -0.3], [0.2, -0.3, -0.2], [-0.1, 0.0, -0.3], [-0.1, 0.5, -0.5], [-0.2, -0.2, 0.2], [0.2, -0.2, -0.1], [0.5, 0.5, 0.4], [-0.1, -0.1, 0.2], [0.2, -0.1, 0.1], [-0.1, -0.2, 0.1], [-0.1, -0.1, -0.1], [-0.1, 0.0, -0.1], [0.0, -0.1, -0.1], [0.1, -0.3, 0.1], [-0.1, 0.0, -0.1], [-0.2, 0.2, -0.2], [0.4, 0.9, 0.7], [0.3, 0.2, -0.2], [0.0, -0.1, 0.0], [-0.1, -0.2, -0.3], [-0.3, -0.1, 0.0], [0.1, -0.2, -0.1], [0.1, -0.1, 0.1], [-0.1, 0.0, -0.1], [-0.1, -0.2, 0.0], [0.2, 0.1, 0.3], [0.1, 0.1, -0.5], [-0.1, -0.2, 0.1], [0.8, 0.9, 0.0], [0.3, 0.0, -0.1], [-0.4, 0.4, 0.1], [-0.4, -0.2, -0.1], [-0.3, -0.6, 0.3], [-0.3, -0.1, -0.1], [-0.1, 0.0, 0.4], [0.0, 0.0, -0.1], [-0.1, -0.3, 0.1], [0.0, -0.1, -0.2], [0.3, -0.3, -0.1], [0.0, -0.1, 0.2], [0.0, -0.1, -0.4], [-0.4, 0.0, 0.4], [1.0, -0.1, -0.2], [0.0, 0.6, 0.2], [0.3, 0.2, -0.6], [-0.1, 0.1, 0.0], [-0.4, 0.0, 0.0], [-0.3, -0.2, -0.1], [0.1, -0.3, 0.0], [0.0, -0.1, 0.0], [-0.2, 0.0, 0.0], [0.1, 0.0, 0.2], [-0.1, -0.1, 0.4]]
}

***

# 2
{
  "formula": "C25H66InN6O3P2",
  "method": "the ωB97M-V functional and the def2-TZVPD basis",
  "orbital_gap_ev": 5.75,
  "homo_ev": -4.4,
  "e_tot_ha": -2419.068574,
  "multiplicity": 1,
  "charge": -1,
  "symbols": ["C", "C", "C", "C", "C", "C", "C", "C", "C", "In", "C", "C", "O", "C", "C", "H", "H", "H", "H", "H", "H", "H", "H", "H", "H", "H", "H", "H", "H", "H", "H", "H", "H", "H", "H", "H", "H", "H", "H", "H", "H", "H", "H", "H", "H", "O", "P", "N", "C", "C", "N", "C", "C", "N", "C", "C", "H", "H", "H", "H", "H", "H", "H", "H", "H", "H", "H", "H", "H", "H", "H", "H", "H", "H", "O", "P", "N", "C", "C", "N", "C", "C", "N", "C", "C", "H", "H", "H", "H", "H", "H", "H", "H", "H", "H", "H", "H", "H", "H", "H", "H", "H", "H"],
  "xyz": [[2.79069, 4.01487, 8.37975], [3.93716, 3.54131, 7.46421], [3.48875, 3.41065, 5.99501], [3.29550, 4.80474, 5.33935], [2.75604, 4.56957, 3.89895], [1.19278, 4.52648, 3.88268], [0.61496, 3.15864, 3.41085], [-0.20302, 2.52938, 4.55167], [-0.79121, 1.14976, 4.20078], [0.72143, -0.48682, 3.97197], [2.34022, -0.47829, 5.54227], [3.66434, -1.12412, 5.10687], [3.51150, -2.04427, 4.03013], [4.73146, -2.29316, 3.40606], [4.52765, -3.02729, 2.07384], [2.17136, 4.77345, 7.90001], [2.22433, 3.14519, 8.71884], [3.22413, 4.47386, 9.27747], [4.28242, 2.55480, 7.79177], [4.78051, 4.24181, 7.47345], [2.51386, 2.91677, 5.92027], [4.23488, 2.89343, 5.38499], [4.24289, 5.35916, 5.33097], [2.57018, 5.37564, 5.92689], [3.12829, 3.58031, 3.61141], [3.15975, 5.28741, 3.17880], [0.87591, 5.32842, 3.20419], [0.82096, 4.79188, 4.87726], [1.40973, 2.48539, 3.07731], [-0.07739, 3.38261, 2.59234], [0.33907, 2.53232, 5.50707], [-1.05386, 3.22028, 4.71372], [-1.32217, 1.24836, 3.24233], [-1.54249, 0.89292, 4.95902], [-0.16344, -2.05533, 4.17396], [1.46067, -0.55719, 2.33663], [2.00856, -1.03857, 6.42766], [2.57487, 0.54030, 5.87847], [4.31650, -0.29937, 4.76408], [4.19133, -1.62148, 5.94137], [5.27063, -1.35799, 3.17476], [5.42131, -2.88440, 4.03770], [5.43398, -3.57721, 1.79481], [4.37989, -2.26828, 1.30112], [3.68303, -3.71755, 2.10541], [2.54022, 1.85482, -3.64914], [2.30705, 0.48915, -3.03825], [1.00340, -0.01736, -4.05952], [0.01576, -1.03600, -3.75378], [1.30755, -0.04508, -5.48562], [1.70367, 1.03096, -1.51850], [0.38683, 0.67493, -1.02550], [2.00448, 2.40778, -1.14366], [2.55836, -1.11472, -2.36935], [3.30169, -1.16901, -1.08543], [3.33422, -1.96463, -3.30710], [0.42214, -2.05685, -3.79084], [-0.80165, -0.99778, -4.47785], [-0.46454, -0.89989, -2.79067], [1.85163, -0.95473, -5.78119], [1.91663, 0.81210, -5.77296], [0.39059, 0.00635, -6.07770], [-0.41771, 1.09521, -1.64470], [0.24807, 1.03252, -0.00312], [0.27169, -0.40771, -0.95085], [1.34327, 3.12530, -1.64742], [3.03422, 2.66541, -1.38148], [1.88789, 2.53586, -0.06455], [4.25917, -0.64268, -1.14407], [3.49331, -2.20964, -0.81753], [2.72987, -0.75310, -0.26112], [4.31370, -1.53300, -3.53377], [2.79949, -2.10424, -4.24840], [3.48167, -2.95879, -2.88644], [-3.38203, -2.44536, -4.23922], [-4.89126, -2.38215, -4.27306], [-5.11834, -3.75652, -5.30766], [-6.26241, -4.01985, -6.15832], [-4.60189, -5.01775, -4.78092], [-4.94166, -0.92078, -5.19694], [-5.51059, -0.86660, -6.52583], [-3.74810, -0.08052, -5.08051], [-6.60231, -2.25797, -3.89869], [-7.04554, -0.94764, -3.36631], [-6.99427, -3.25281, -2.86638], [-7.16467, -4.31604, -5.60322], [-6.02526, -4.83719, -6.84440], [-6.51947, -3.18020, -6.79595], [-5.28965, -5.48400, -4.06103], [-3.64725, -4.86996, -4.27731], [-4.42484, -5.73068, -5.58902], [-4.94407, -1.47020, -7.24693], [-5.52961, 0.16422, -6.89001], [-6.55714, -1.17898, -6.52307], [-2.92180, -0.47371, -5.68460], [-3.41317, -0.00245, -4.04964], [-3.96087, 0.93598, -5.42292], [-6.45526, -0.63436, -2.50162], [-8.09384, -1.00811, -3.06629], [-6.99541, -0.16608, -4.11775], [-6.43051, -3.12163, -1.93916], [-6.83229, -4.27204, -3.21953], [-8.05708, -3.17013, -2.64167]],
  "forces_ev_per_angstrom": [[1.0, -0.1, 0.3], [-0.5, -0.3, -0.7], [0.0, 1.4, 0.2], [0.1, -0.7, -0.5], [-0.3, -0.1, 0.9], [1.0, -0.1, -0.9], [-0.3, 0.9, 1.1], [-1.0, 0.0, -0.5], [0.5, 0.3, 0.2], [-0.1, -0.6, -0.1], [0.4, -0.5, 0.2], [-0.2, 1.0, 0.0], [0.2, 0.1, 0.1], [0.5, -0.6, -0.5], [0.2, 0.4, 0.0], [-0.2, -0.2, 0.0], [-0.3, 0.2, -0.2], [-0.2, 0.0, 0.0], [0.1, 0.2, 0.2], [0.0, -0.1, 0.2], [0.3, -0.3, 0.0], [-0.2, -0.3, 0.2], [-0.1, -0.1, 0.1], [0.1, 0.2, -0.1], [0.0, 0.2, -0.2], [-0.1, 0.0, 0.1], [-0.2, -0.1, 0.1], [-0.1, -0.2, -0.1], [-0.1, 0.0, -0.1], [0.2, -0.5, -0.1], [0.2, -0.2, -0.2], [0.2, 0.1, 0.1], [0.0, -0.1, 0.1], [0.1, -0.2, -0.1], [0.1, 0.2, 0.0], [-0.1, 0.3, 0.0], [-0.4, 0.2, -0.1], [-0.1, -0.1, 0.0], [0.1, -0.3, 0.0], [-0.1, -0.1, -0.1], [-0.2, 0.0, 0.2], [-0.3, 0.1, 0.2], [-0.1, 0.0, 0.1], [-0.3, -0.3, 0.0], [0.0, 0.1, 0.0], [3.2, -1.7, -0.6], [-6.6, 1.4, 2.1], [0.3, -0.1, -0.5], [0.0, -0.5, 0.2], [0.2, 0.5, -0.1], [0.1, 0.4, 0.1], [0.0, -0.6, 0.2], [0.1, 0.2, -0.2], [3.0, 0.8, -0.8], [-0.2, 0.1, 0.5], [-0.5, -0.2, -0.4], [0.0, 0.0, 0.0], [0.1, 0.1, -0.1], [0.3, 0.0, 0.1], [-0.1, -0.1, -0.1], [0.0, 0.0, 0.2], [-0.1, -0.1, 0.1], [0.0, 0.0, 0.0], [0.2, 0.1, 0.0], [0.0, 0.0, -0.1], [0.1, 0.1, 0.0], [-0.1, 0.0, -0.1], [-0.1, -0.2, 0.0], [0.1, -0.1, 0.0], [0.0, 0.0, -0.3], [-0.1, 0.1, -0.2], [0.1, -0.1, 0.1], [-0.1, 0.2, 0.0], [0.0, 0.1, 0.1], [-0.7, -0.7, 3.9], [0.2, 0.7, -7.3], [-0.1, -0.5, 0.4], [-0.5, 0.1, 0.1], [0.5, 0.1, 0.1], [-0.2, 0.5, 0.4], [-0.4, 0.1, 0.1], [0.1, -0.1, -0.2], [1.2, 0.3, 2.9], [-0.2, 0.4, -0.2], [-0.1, -0.6, -0.3], [0.0, 0.0, 0.0], [0.2, -0.1, 0.1], [0.0, 0.1, 0.2], [0.0, -0.1, -0.1], [-0.1, 0.2, 0.0], [-0.1, 0.1, -0.1], [-0.1, 0.0, -0.1], [0.2, 0.0, 0.1], [0.1, -0.2, 0.0], [0.1, 0.1, 0.1], [0.0, -0.1, 0.0], [-0.2, -0.1, -0.1], [-0.1, 0.0, 0.1], [0.1, -0.3, 0.1], [0.3, -0.1, -0.1], [-0.1, 0.0, 0.1], [0.1, 0.1, -0.1], [0.0, 0.1, -0.1]]
}